1.
Formula: C8H18N2O8
Source: the OMol25 dataset
Level of theory: ωB97M-V/def2-TZVPD

Each line ends with the Mulliken spin population.
Positions of all 36 atoms, in Å:
1 C -16.904 6.203 11.287  0.000
2 C -15.978 6.462 10.207  0.001
3 O -16.236 7.084 9.205  0.000
4 N -14.557 5.903 10.391  0.000
5 H -14.603 5.298 11.198  0.001
6 H -14.361 5.314 9.594  0.000
7 C -13.476 7.065 10.638  0.001
8 H -17.468 5.355 10.899  0.000
9 H -17.527 7.097 11.315  0.000
10 H -16.383 6.018 12.227  0.000
11 H -13.590 7.644 9.722  0.001
12 H -12.452 6.702 10.550  0.001
13 H -13.736 7.697 11.487  -0.002
14 C -11.821 8.250 13.646  -0.028
15 C -12.222 8.770 15.051  0.541
16 O -11.626 8.563 16.108  0.300
17 N -13.452 9.673 15.051  0.040
18 H -13.863 9.706 14.129  -0.002
19 H -14.175 9.319 15.662  0.011
20 C -13.065 11.134 15.472  0.214
21 H -12.562 7.517 13.324  0.010
22 H -10.899 7.670 13.692  -0.005
23 H -11.731 9.032 12.893  0.027
24 H -12.599 11.081 16.456  0.007
25 H -14.004 11.636 15.704  -0.095
26 H -12.369 11.501 14.718  -0.025
27 O -14.465 1.430 10.348  0.000
28 C -13.853 0.400 10.938  0.000
29 O -13.565 0.442 12.138  0.000
30 O -13.649 -0.590 10.251  0.000
31 H -14.259 2.145 10.954  0.000
32 O -13.349 3.119 13.807  0.000
33 C -14.030 4.015 13.073  0.002
34 O -14.060 5.228 13.320  0.002
35 O -14.510 3.540 12.018  -0.001
36 H -13.565 2.327 13.310  0.000

## Properties
E_HOMO (spin up / spin down) ... -2.689 / -3.212 eV
Max |F| ... 0.0595 hartree/bohr
Frontier orbital gap (spin up / spin down) ... 4.2 / 4.6 eV
Expectation value of S² ... 0.75
Charge ... -1
Spin multiplicity ... 2

***

2.
Formula: C35H43ClNO2SSiSnTe
Source: the OMol25 dataset
Level of theory: ωB97M-V/def2-TZVPD

Each line ends with the natural charge from an NBO analysis.
Positions of all 86 atoms, in Å:
1 Sn -0.236 0.147 1.772  1.516
2 C -0.693 -1.756 5.963  -0.609
3 C -1.655 -1.882 4.782  -0.244
4 C -2.760 -2.898 5.091  -0.599
5 C -2.205 -0.549 4.308  -0.020
6 C -3.222 -0.505 3.357  -0.171
7 C -3.621 0.693 2.776  -0.233
8 C -3.029 1.900 3.133  -0.021
9 C -3.466 3.201 2.518  -0.634
10 C -2.044 1.865 4.117  -0.221
11 C -1.638 0.666 4.691  -0.215
12 H -0.391 -2.750 6.293  0.217
13 H -1.169 -1.251 6.806  0.209
14 H 0.210 -1.214 5.679  0.223
15 H -1.068 -2.272 3.936  0.206
16 H -3.460 -2.494 5.824  0.214
17 H -2.320 -3.807 5.502  0.216
18 H -3.322 -3.181 4.200  0.200
19 H -3.728 -1.416 3.061  0.208
20 H -4.423 0.687 2.046  0.216
21 H -2.614 3.747 2.109  0.218
22 H -3.930 3.840 3.271  0.232
23 H -4.189 3.035 1.721  0.219
24 H -1.589 2.793 4.446  0.222
25 H -0.888 0.693 5.469  0.231
26 C -0.283 1.768 0.137  -1.650
27 Si -0.402 1.020 -1.580  1.747
28 C -1.080 -0.754 -1.321  -0.705
29 N -0.577 -1.482 -0.131  -0.565
30 C 0.704 -2.168 -0.410  -0.235
31 C 0.587 -3.430 -1.265  -0.419
32 C -0.522 -4.370 -0.746  -0.407
33 C -1.075 -3.860 0.583  -0.417
34 C -1.604 -2.445 0.385  -0.225
35 C 1.178 1.176 -2.668  -0.568
36 C 1.860 2.436 -2.667  -0.270
37 C 2.657 2.825 -3.766  -0.197
38 C 2.849 1.968 -4.814  -0.168
39 C 2.232 0.701 -4.811  -0.187
40 C 1.405 0.329 -3.788  -0.141
41 C -1.673 1.897 -2.662  -0.533
42 C -1.618 3.284 -2.815  -0.130
43 C -2.564 3.962 -3.566  -0.225
44 C -3.595 3.263 -4.179  -0.189
45 C -3.670 1.885 -4.038  -0.206
46 C -2.717 1.212 -3.289  -0.189
47 H -1.181 2.375 0.281  0.263
48 H 0.577 2.438 0.251  0.246
49 H -1.016 -1.383 -2.219  0.221
50 H -2.145 -0.571 -1.149  0.244
51 H 1.161 -2.423 0.548  0.207
52 H 1.368 -1.454 -0.893  0.222
53 H 1.558 -3.926 -1.234  0.225
54 H 0.400 -3.172 -2.309  0.201
55 H -0.149 -5.389 -0.643  0.224
56 H -1.346 -4.404 -1.463  0.203
57 H -0.309 -3.884 1.361  0.208
58 H -1.899 -4.488 0.922  0.233
59 H -2.012 -2.062 1.326  0.212
60 H -2.430 -2.496 -0.329  0.199
61 H 1.553 3.199 -1.962  0.248
62 H 3.086 3.818 -3.783  0.235
63 H 3.452 2.265 -5.661  0.235
64 H 2.395 0.030 -5.644  0.233
65 H 0.882 -0.620 -3.840  0.215
66 H -0.826 3.848 -2.330  0.193
67 H -2.503 5.037 -3.674  0.221
68 H -4.338 3.789 -4.764  0.224
69 H -4.470 1.332 -4.513  0.222
70 H -2.789 0.134 -3.194  0.202
71 Cl 4.895 -0.037 0.765  0.019
72 C 4.180 -0.641 2.290  -0.471
73 C 2.661 -0.431 2.418  0.776
74 O 2.123 -0.785 3.457  -0.627
75 O 2.068 0.095 1.401  -0.902
76 H 4.676 -0.137 3.115  0.256
77 H 4.383 -1.706 2.348  0.250
78 Te 2.988 0.920 -1.042  0.935
79 C 4.597 0.597 -2.350  -0.607
80 C 5.645 1.442 -2.585  -0.235
81 C 6.660 0.854 -3.379  -0.263
82 C 6.374 -0.433 -3.719  -0.387
83 S 4.876 -0.947 -3.072  0.485
84 H 5.679 2.455 -2.207  0.236
85 H 7.565 1.367 -3.673  0.242
86 H 6.970 -1.113 -4.308  0.253

## Properties
E_HOMO ... -10.321 eV
Max |F| ... 0.0214 hartree/bohr
Frontier orbital gap ... 6.9 eV
Charge ... +1
Relative energy (zero: lowest compared OMol25 entry of this formula, charge and spin) ... 29.3 kcal/mol

***

3.
Formula: C4H6ClF
Source: the OMol25 dataset
Level of theory: ωB97M-V/def2-TZVPD

Each line ends with the natural charge from an NBO analysis.
Positions of all 12 atoms, in Å:
1 F -1.126 -2.082 0.136  -0.320
2 C -0.467 -1.004 -0.272  0.219
3 C -0.975 0.446 -0.077  -0.441
4 C 0.446 0.942 0.074  -0.426
5 C 0.847 -0.491 0.450  -0.249
6 Cl 2.474 -0.911 -0.074  -0.040
7 H -0.227 -1.062 -1.298  0.152
8 H -1.387 0.805 -1.011  0.215
9 H -1.726 0.509 0.750  0.222
10 H 0.531 1.929 0.668  0.227
11 H 0.837 1.344 -0.861  0.217
12 H 0.775 -0.425 1.515  0.224

## Properties
E_HOMO ... -10.485 eV
Max |F| ... 0.0690 hartree/bohr
Frontier orbital gap ... 11.6 eV
Relative energy (zero: lowest compared OMol25 entry of this formula, charge and spin) ... 20.6 kcal/mol

***

Question: Look up the max |F| of the first one.
Answer: 0.0595 hartree/bohr

***

Question: Which value of max |F| does entry 2 give?
Answer: 0.0214 hartree/bohr

***

Repeat the first record exactly.
Formula: C8H18N2O8
Source: the OMol25 dataset
Level of theory: ωB97M-V/def2-TZVPD

Each line ends with the Mulliken spin population.
Positions of all 36 atoms, in Å:
1 C -16.904 6.203 11.287  0.000
2 C -15.978 6.462 10.207  0.001
3 O -16.236 7.084 9.205  0.000
4 N -14.557 5.903 10.391  0.000
5 H -14.603 5.298 11.198  0.001
6 H -14.361 5.314 9.594  0.000
7 C -13.476 7.065 10.638  0.001
8 H -17.468 5.355 10.899  0.000
9 H -17.527 7.097 11.315  0.000
10 H -16.383 6.018 12.227  0.000
11 H -13.590 7.644 9.722  0.001
12 H -12.452 6.702 10.550  0.001
13 H -13.736 7.697 11.487  -0.002
14 C -11.821 8.250 13.646  -0.028
15 C -12.222 8.770 15.051  0.541
16 O -11.626 8.563 16.108  0.300
17 N -13.452 9.673 15.051  0.040
18 H -13.863 9.706 14.129  -0.002
19 H -14.175 9.319 15.662  0.011
20 C -13.065 11.134 15.472  0.214
21 H -12.562 7.517 13.324  0.010
22 H -10.899 7.670 13.692  -0.005
23 H -11.731 9.032 12.893  0.027
24 H -12.599 11.081 16.456  0.007
25 H -14.004 11.636 15.704  -0.095
26 H -12.369 11.501 14.718  -0.025
27 O -14.465 1.430 10.348  0.000
28 C -13.853 0.400 10.938  0.000
29 O -13.565 0.442 12.138  0.000
30 O -13.649 -0.590 10.251  0.000
31 H -14.259 2.145 10.954  0.000
32 O -13.349 3.119 13.807  0.000
33 C -14.030 4.015 13.073  0.002
34 O -14.060 5.228 13.320  0.002
35 O -14.510 3.540 12.018  -0.001
36 H -13.565 2.327 13.310  0.000

## Properties
E_HOMO (spin up / spin down) ... -2.689 / -3.212 eV
Max |F| ... 0.0595 hartree/bohr
Frontier orbital gap (spin up / spin down) ... 4.2 / 4.6 eV
Expectation value of S² ... 0.75
Charge ... -1
Spin multiplicity ... 2